Record 1
Entry from OMol25: a cluster of 7 separate species, C36H66N13O3 in total at a distorted geometry (wB97M-V/def2-TZVPD).

```
! RIJCOSX wB97M-V def2-TZVPD def2/J DEFGRID3
* xyz 5 1
N -2.033 -0.068 0.430
O -2.186 0.921 -0.364
O -2.821 -1.030 0.519
O -1.069 -0.002 1.092
C 0.011 5.036 5.437
C 0.883 4.064 4.620
N 1.792 4.854 3.767
C 2.828 5.581 4.211
C 3.359 6.260 3.118
N 2.619 5.905 1.976
C 1.728 4.935 2.437
C 2.828 6.266 0.606
H 0.599 5.810 5.929
H -0.569 4.465 6.163
H -0.690 5.722 4.961
H 0.199 3.374 4.127
H 1.577 3.440 5.183
H 3.021 5.640 5.272
H 4.200 6.928 3.005
H 1.098 4.450 1.706
H 3.622 7.003 0.482
H 1.996 6.844 0.202
H 3.064 5.366 0.038
C -11.933 4.632 4.594
C -10.795 3.863 5.234
N -9.767 3.442 4.276
C -9.163 2.127 4.141
C -8.283 2.176 2.996
N -8.484 3.423 2.355
C -9.335 4.136 3.190
C -7.930 3.782 1.147
H -12.241 4.204 3.639
H -11.642 5.678 4.490
H -12.822 4.508 5.212
H -11.278 3.008 5.709
H -10.302 4.327 6.088
H -9.163 1.494 5.016
H -7.578 1.568 2.449
H -9.581 5.155 2.930
H -8.304 3.202 0.304
H -6.859 3.587 1.205
H -8.005 4.845 0.917
C -2.762 -7.322 3.739
C -1.436 -6.574 3.714
N -0.624 -7.349 2.783
C -0.388 -7.056 1.487
C 0.407 -8.040 0.907
N 0.827 -8.843 1.912
C 0.143 -8.439 3.068
C 1.754 -9.913 2.022
H -3.547 -6.862 4.340
H -2.488 -8.287 4.165
H -3.047 -7.453 2.695
H -0.926 -6.468 4.671
H -1.779 -5.608 3.344
H -0.914 -6.230 1.033
H 0.775 -8.273 -0.081
H 0.271 -8.882 4.045
H 1.501 -10.583 2.843
H 2.708 -9.410 2.178
H 1.848 -10.420 1.062
C 4.240 -2.909 4.344
C 5.552 -2.295 3.905
N 6.533 -2.369 4.977
C 6.884 -1.307 5.784
C 7.560 -1.785 6.860
N 7.663 -3.200 6.709
C 7.153 -3.510 5.460
C 8.275 -4.213 7.617
H 4.281 -3.566 5.213
H 3.634 -3.434 3.605
H 3.544 -2.131 4.657
H 5.514 -1.245 3.614
H 5.983 -2.752 3.015
H 6.580 -0.303 5.530
H 7.924 -1.242 7.720
H 6.857 -4.446 5.009
H 8.196 -4.082 8.696
H 9.354 -4.328 7.508
H 7.963 -5.242 7.441
C -4.912 0.310 -10.707
C -4.314 -0.259 -9.344
N -3.761 0.766 -8.465
C -4.190 1.224 -7.195
C -3.285 2.253 -6.834
N -2.303 2.343 -7.794
C -2.693 1.508 -8.843
C -1.228 3.411 -7.861
H -5.212 -0.570 -11.275
H -4.169 0.858 -11.286
H -5.868 0.817 -10.574
H -3.603 -1.081 -9.424
H -5.146 -0.691 -8.787
H -5.067 0.725 -6.808
H -3.233 2.921 -5.987
H -2.200 1.412 -9.799
H -1.294 4.033 -6.968
H -1.418 3.946 -8.792
H -0.279 2.877 -7.912
C 3.732 -0.159 -4.531
C 4.988 0.607 -4.570
N 5.394 0.812 -5.907
C 5.856 2.053 -6.477
C 6.446 1.770 -7.678
N 6.398 0.379 -7.859
C 5.715 -0.143 -6.828
C 6.884 -0.288 -9.055
H 3.039 0.294 -5.240
H 3.330 -0.185 -3.518
H 3.973 -1.180 -4.827
H 5.713 0.130 -3.911
H 4.931 1.540 -4.010
H 5.795 2.941 -5.864
H 6.982 2.321 -8.437
H 5.482 -1.197 -6.826
H 6.335 0.164 -9.881
H 6.732 -1.366 -8.995
H 7.842 0.151 -9.331
*
```

For the total energy, the calculation gives -2347.035962 Ha. The calculation puts the energy above the lowest of the compared OMol25 structures with the same formula, charge and spin at 50.5 kcal/mol.

Löwdin population analysis, charges in e, atoms 1 to 8: -0.702 -0.147 -0.086 -0.064 -0.057 -0.128 -0.073 -0.015

---

Record 2
Entry from OMol25: a structure of composition C21H22I2N2O2TeTl (wB97M-V/def2-TZVPD).

```
! RIJCOSX wB97M-V def2-TZVPD def2/J DEFGRID3
* xyz -1 1
Tl 0.626 -1.696 0.494
I -1.087 2.683 3.540
C 0.722 2.564 2.516
C 1.635 3.611 2.614
C 2.811 3.598 1.904
I 4.090 5.245 2.074
C 3.134 2.497 1.073
C 4.311 2.380 0.298
C 4.525 1.266 -0.459
C 3.564 0.237 -0.441
N 2.459 0.320 0.249
C 2.213 1.423 0.991
C 0.911 1.447 1.672
O 0.058 0.557 1.455
H 1.401 4.455 3.249
H 5.037 3.183 0.314
H 5.417 1.164 -1.063
H 3.718 -0.674 -1.012
C -2.656 0.043 0.357
N -2.199 -1.332 0.403
C -2.820 -2.047 1.499
C -2.399 -2.009 -0.871
C -1.534 -1.425 -1.968
C -2.096 -1.183 -3.218
C -1.317 -0.683 -4.255
C 0.024 -0.420 -4.021
C 0.564 -0.653 -2.758
C -0.187 -1.155 -1.693
H -3.744 0.097 0.176
H -2.140 0.577 -0.438
H -2.411 0.541 1.298
H -3.919 -2.102 1.393
H -2.591 -1.542 2.438
H -2.426 -3.063 1.549
H -3.464 -1.981 -1.169
H -2.138 -3.063 -0.728
H -3.152 -1.382 -3.386
H -1.756 -0.494 -5.229
H 0.646 -0.019 -4.816
H 1.611 -0.402 -2.601
O 0.863 -5.657 2.308
C -0.138 -5.242 2.003
C 1.466 4.524 -1.814
Te 0.194 2.864 -1.398
C -0.925 3.048 -3.199
H 1.978 4.366 -2.761
H 2.199 4.566 -1.010
H 0.902 5.453 -1.835
H -1.453 3.999 -3.231
H -1.639 2.225 -3.208
H -0.266 2.943 -4.058
*
```

For the total energy, the calculation gives -2109.328746 Ha. The calculation puts the energy above the lowest of the compared OMol25 structures with the same formula, charge and spin at 0.0 kcal/mol.

natural (NBO) population analysis, charges in e, atoms 1 to 8: 0.578 0.098 -0.317 -0.229 -0.221 0.075 -0.123 -0.158

---

Record 3
Entry from OMol25: a cluster of 13 separate species, C43H84B6F24N9O5 in total at a distorted geometry (wB97M-V/def2-TZVPD).

```
! RIJCOSX wB97M-V def2-TZVPD def2/J DEFGRID3
* xyz 3 1
C 6.975 2.777 1.999
C 5.868 1.948 2.587
O 5.183 2.380 3.546
N 5.577 0.602 1.960
H 5.180 0.710 1.038
H 6.473 0.136 1.937
C 4.623 -0.125 2.851
H 7.972 2.384 2.198
H 6.820 3.774 2.412
H 6.820 2.794 0.920
H 5.031 -0.302 3.846
H 4.512 -1.127 2.435
H 3.697 0.447 2.919
C 6.657 -4.262 -6.093
N 7.604 -4.204 -7.280
C 8.538 -5.199 -7.474
C 9.280 -5.226 -8.636
C 9.336 -4.042 -9.477
C 8.348 -3.016 -9.285
C 7.479 -3.197 -8.186
C 10.276 -3.944 -10.622
C 9.760 -3.535 -11.865
C 10.604 -3.567 -12.953
N 11.931 -3.922 -12.894
C 12.468 -4.189 -11.685
C 11.678 -4.282 -10.531
C 12.884 -3.904 -14.048
H 6.726 -3.325 -5.540
H 6.857 -5.076 -5.397
H 5.680 -4.431 -6.544
H 8.510 -6.033 -6.789
H 9.975 -6.053 -8.646
H 8.178 -2.187 -9.956
H 6.689 -2.499 -7.949
H 8.710 -3.338 -12.025
H 10.308 -3.380 -13.975
H 13.510 -4.472 -11.678
H 12.052 -4.428 -9.528
H 12.534 -4.556 -14.848
H 13.896 -4.102 -13.696
H 12.946 -2.877 -14.407
C -6.018 7.290 1.103
N -7.120 6.495 1.657
C -8.392 6.767 1.228
C -9.421 6.069 1.774
C -9.243 5.123 2.794
C -7.918 4.815 3.174
C -6.836 5.544 2.588
C -10.387 4.510 3.455
C -11.368 3.746 2.844
C -12.480 3.206 3.490
N -12.637 3.450 4.822
C -11.696 4.176 5.469
C -10.611 4.790 4.829
C -13.795 2.951 5.567
H -5.064 6.917 1.475
H -6.214 8.295 1.477
H -6.000 7.139 0.024
H -8.444 7.576 0.514
H -10.430 6.311 1.474
H -7.697 4.174 4.015
H -5.790 5.404 2.817
H -11.364 3.699 1.766
H -13.245 2.627 2.994
H -11.791 4.244 6.542
H -9.908 5.364 5.415
H -13.965 1.952 5.165
H -14.646 3.598 5.352
H -13.498 2.988 6.615
C -5.308 -2.374 9.672
C -4.751 -1.034 9.275
C -3.333 -1.241 8.613
O -2.792 0.044 8.273
C -1.778 0.063 7.266
N -5.731 -0.325 8.291
H -6.641 -0.234 8.720
H -5.567 0.629 8.005
H -6.020 -0.840 7.471
H -4.553 -3.134 9.874
H -5.807 -2.818 8.811
H -6.051 -2.226 10.456
H -4.670 -0.431 10.179
H -3.480 -1.814 7.698
H -2.593 -1.800 9.185
H -2.279 -0.223 6.341
H -1.043 -0.710 7.492
H -1.268 1.025 7.221
C -0.551 -8.927 -0.117
C -1.311 -9.503 -1.342
C -1.682 -8.511 -2.448
O -2.199 -9.266 -3.497
C -3.131 -8.662 -4.322
N -0.343 -10.544 -1.926
H -0.063 -11.212 -1.223
H -0.654 -11.044 -2.747
H 0.453 -10.031 -2.277
H 0.015 -9.488 0.626
H -1.187 -8.293 0.501
H 0.154 -8.137 -0.378
H -2.238 -10.049 -1.168
H -0.987 -7.814 -2.916
H -2.428 -7.798 -2.096
H -2.837 -7.688 -4.713
H -4.081 -8.437 -3.836
H -3.339 -9.330 -5.158
C 2.658 7.734 2.774
C 2.947 8.625 4.068
C 3.517 7.909 5.265
O 4.835 7.427 4.979
C 5.727 7.429 6.075
N 3.841 9.873 3.618
H 3.365 10.452 2.941
H 4.114 10.331 4.476
H 4.684 9.534 3.177
H 2.357 6.720 3.039
H 3.575 7.645 2.191
H 1.864 8.137 2.146
H 1.956 8.983 4.346
H 2.786 7.140 5.513
H 3.565 8.699 6.014
H 6.721 7.101 5.771
H 5.374 6.819 6.907
H 5.900 8.474 6.333
C 0.859 -2.187 -0.652
C -0.497 -1.511 -0.872
C -1.064 -0.844 0.408
O -0.113 0.117 0.780
C -0.598 1.288 1.451
N -0.325 -0.479 -2.003
H -1.034 0.240 -1.997
H 0.600 -0.143 -1.776
H -0.220 -0.916 -2.908
H 1.159 -2.753 -1.534
H 0.788 -2.888 0.180
H 1.674 -1.500 -0.428
H -1.272 -2.164 -1.271
H -1.288 -1.585 1.175
H -1.959 -0.257 0.198
H -0.971 2.000 0.714
H 0.228 1.688 2.039
H -1.359 1.130 2.215
B 0.135 -2.510 -7.172
F -0.500 -2.917 -8.353
F -0.261 -1.228 -6.941
F -0.293 -3.239 -6.030
F 1.533 -2.456 -7.369
B 0.239 -5.393 4.486
F 0.294 -5.064 5.825
F 0.181 -6.793 4.498
F -0.925 -5.011 3.890
F 1.381 -5.004 3.805
B -2.531 6.471 5.781
F -2.043 6.882 6.966
F -3.530 5.623 6.080
F -3.076 7.562 5.169
F -1.644 5.833 5.004
B -3.708 3.666 -2.230
F -3.332 2.737 -3.214
F -3.985 3.177 -0.950
F -2.711 4.575 -1.958
F -4.789 4.378 -2.741
B -5.985 -2.898 -3.592
F -5.306 -1.857 -4.062
F -7.301 -2.616 -3.613
F -5.710 -4.072 -4.244
F -5.630 -3.056 -2.260
B 4.628 0.991 -3.014
F 3.741 -0.120 -3.259
F 4.906 1.605 -4.172
F 3.987 1.851 -2.115
F 5.751 0.415 -2.458
*
```

For the total energy, the calculation gives -5103.693944 Ha.

Löwdin population analysis, charges in e, atoms 1 to 8: 0.031 -0.327 0.124 0.117 0.190 0.184 0.018 0.106

---

Record 4
Entry from OMol25: the molecule C3H8N4O2 at a distorted geometry (wB97M-V/def2-TZVPD).

```
! RIJCOSX wB97M-V def2-TZVPD def2/J DEFGRID3
* xyz 0 1
N 2.024 1.406 0.616
N 0.722 0.804 0.170
C 0.468 -0.282 0.768
N 1.482 -1.141 1.325
N -0.825 -0.753 0.489
C -1.866 0.026 -0.261
C -1.653 -0.135 -1.838
O -2.544 -0.880 -2.321
O -0.529 0.152 -2.328
H 2.143 2.415 0.991
H 2.549 1.322 -0.170
H 1.409 -2.123 1.975
H 2.278 -0.453 1.499
H -1.004 -1.802 0.630
H -2.818 -0.369 -0.057
H -1.625 1.089 -0.004
H -0.211 0.725 -1.485
*
```

Its structure (SMILES) is N/N=C(\N)NCC(=O)O. For the total energy, the calculation gives -488.521930 Ha. The calculation puts the energy above the lowest of the compared OMol25 structures with the same formula, charge and spin at 75.2 kcal/mol.

natural (NBO) population analysis, charges in e, atoms 1 to 8: -0.732 -0.493 0.603 -0.896 -0.617 -0.324 0.750 -0.625

---

Record 5
Entry from OMol25: the molecule C6H13NO2 at a distorted geometry (wB97M-V/def2-TZVPD).

```
! RIJCOSX wB97M-V def2-TZVPD def2/J DEFGRID3
* xyz 0 1
C 2.014 0.795 1.189
C 0.895 1.070 0.128
C 1.525 0.758 -1.219
C -0.512 0.526 0.461
C -0.824 -0.831 -0.077
N -1.976 -0.701 -1.185
C -1.611 -1.868 0.899
O -1.432 -1.686 2.110
O -2.234 -2.860 0.233
H 1.780 1.584 1.975
H 2.942 1.171 0.774
H 2.090 -0.161 1.699
H 0.707 2.114 0.264
H 2.472 1.239 -1.250
H 1.596 -0.346 -1.362
H 0.851 1.252 -1.959
H -0.575 0.750 1.506
H -1.187 1.276 -0.034
H -0.091 -1.387 -0.579
H -1.574 -0.330 -1.997
H -2.651 -0.028 -0.826
H -2.204 -2.339 -0.750
*
```

Its structure (SMILES) is CC(C)C[C@H](N)C(=O)O. For the total energy, the calculation gives -441.606980 Ha. The calculation puts the energy above the lowest of the compared OMol25 structures with the same formula, charge and spin at 45.8 kcal/mol.

natural (NBO) population analysis, charges in e, atoms 1 to 8: -0.621 -0.188 -0.612 -0.434 -0.148 -0.851 0.775 -0.594

---

Record 6
Entry from OMol25: a cluster of 6 separate species, C26H47N4O7PS in total at a distorted geometry (wB97M-V/def2-TZVPD).

```
! RIJCOSX wB97M-V def2-TZVPD def2/J DEFGRID3
* xyz 0 1
N 0.038 0.088 5.200
C 0.716 0.612 4.429
O 1.387 1.279 3.554
C 1.522 0.653 2.258
P 0.199 1.324 1.135
N -1.178 1.618 1.818
C 2.913 1.240 1.715
N 3.698 0.173 1.122
C 3.339 -0.953 1.926
O 4.062 -1.805 2.330
C 1.834 -0.829 2.214
N 1.226 -1.484 1.031
C 0.287 -2.246 1.184
S -0.964 -3.139 1.315
H 0.113 0.413 0.069
H 0.749 2.480 0.552
H -1.175 1.373 2.802
H 2.853 2.158 1.143
H 3.425 1.516 2.638
H 3.468 0.025 0.144
H 1.578 -1.419 3.092
C 0.199 -2.868 -3.809
C -1.055 -3.618 -4.254
C -1.298 -4.546 -3.070
O -0.817 -3.857 -1.915
C -0.052 -2.718 -2.314
H 0.346 -1.917 -4.314
H 1.084 -3.481 -3.983
H -1.889 -2.920 -4.365
H -0.936 -4.156 -5.194
H -0.739 -5.482 -3.178
H -2.352 -4.788 -2.926
H -0.635 -1.815 -2.098
H 0.869 -2.682 -1.729
C 3.775 3.662 -3.308
C 2.484 2.955 -3.718
C 2.075 2.289 -2.412
O 2.547 3.132 -1.358
C 3.448 4.111 -1.890
H 4.047 4.491 -3.959
H 4.604 2.951 -3.297
H 1.733 3.687 -4.018
H 2.610 2.243 -4.531
H 2.547 1.305 -2.304
H 0.995 2.167 -2.319
H 2.946 5.084 -1.886
H 4.327 4.172 -1.248
C -3.004 4.020 6.022
C -4.369 3.906 5.345
C -3.998 4.019 3.871
O -2.692 3.454 3.748
C -2.120 3.265 5.038
H -2.970 3.595 7.024
H -2.702 5.068 6.086
H -4.795 2.921 5.542
H -5.081 4.663 5.674
H -3.962 5.064 3.542
H -4.683 3.473 3.222
H -2.111 2.192 5.267
H -1.087 3.622 5.028
C -3.417 -1.166 5.350
C -4.808 -1.472 5.905
C -5.513 -0.133 5.717
O -4.929 0.473 4.564
C -3.745 -0.239 4.188
H -2.864 -2.050 5.038
H -2.818 -0.638 6.096
H -5.292 -2.241 5.300
H -4.806 -1.806 6.942
H -5.348 0.523 6.581
H -6.588 -0.232 5.562
H -3.958 -0.804 3.274
H -2.953 0.476 3.969
C 3.021 -4.096 -7.872
C 3.752 -2.782 -8.138
C 2.916 -1.798 -7.330
O 2.397 -2.528 -6.216
C 2.606 -3.928 -6.417
H 3.632 -4.982 -8.036
H 2.138 -4.169 -8.511
H 4.768 -2.832 -7.740
H 3.813 -2.518 -9.192
H 2.076 -1.415 -7.920
H 3.494 -0.950 -6.961
H 3.397 -4.265 -5.738
H 1.689 -4.464 -6.170
*
```

Its structure (SMILES) is N#CO[C@@]1([PH2]=N)CNC(=O)[C@@H]1N=C=S.C1CCOC1.C1CCOC1.C1CCOC1.C1CCOC1.C1CCOC1. For the total energy, the calculation gives -2503.929771 Ha.

Löwdin population analysis, charges in e, atoms 1 to 8: 0.208 -0.349 0.025 -0.430 0.811 -0.245 -0.137 0.073